Entry 1:
C39H33BClNO5P2V | ωB97M-V/def2-TZVPD

Lowest unoccupied orbital energy (spin up / spin down) = -3.71 / -3.25 eV
Net charge = +1
Spin multiplicity = 3
Frontier orbital gap (spin up / spin down) = 6.86 / 7.32 eV
Electronic energy = -4048.5431 hartree
⟨S²⟩ = 2.020
E_HOMO (spin up / spin down) = -10.57 / -10.56 eV

```
83
C39H33BClNO5P2V, DFT ωB97M-V/def2-TZVPD
V -0.196 0.015 -0.048
N 1.002 -1.720 -2.025
P -0.669 -1.718 -1.637
C -1.409 -1.481 -3.285
C -1.889 -0.225 -3.640
C -2.306 0.010 -4.939
C -2.265 -1.010 -5.877
C -1.790 -2.264 -5.521
C -1.353 -2.502 -4.230
C -0.978 -3.453 -1.220
C -2.248 -3.990 -1.416
C -2.512 -5.290 -1.025
C -1.515 -6.056 -0.442
C -0.251 -5.522 -0.240
C 0.016 -4.217 -0.614
P 1.752 -0.295 -1.474
C 3.494 -0.828 -1.617
C 3.847 -2.124 -1.247
C 5.136 -2.579 -1.465
C 6.079 -1.748 -2.049
C 5.735 -0.451 -2.398
C 4.450 0.013 -2.179
C 1.675 0.927 -2.824
C 1.939 2.259 -2.508
C 1.940 3.216 -3.504
C 1.680 2.850 -4.816
C 1.418 1.528 -5.133
C 1.416 0.566 -4.139
H 1.338 -2.216 -2.851
H -1.926 0.564 -2.897
H -2.658 0.990 -5.220
H -2.600 -0.828 -6.887
H -1.761 -3.060 -6.249
H -0.967 -3.474 -3.952
H -3.016 -3.388 -1.878
H -3.499 -5.702 -1.167
H -1.727 -7.070 -0.138
H 0.520 -6.122 0.220
H 0.995 -3.790 -0.441
H 3.112 -2.774 -0.794
H 5.404 -3.588 -1.186
H 7.080 -2.110 -2.232
H 6.467 0.198 -2.854
H 4.191 1.023 -2.458
H 2.137 2.531 -1.478
H 2.140 4.248 -3.259
H 1.680 3.599 -5.593
H 1.220 1.242 -6.155
H 1.212 -0.464 -4.396
O -0.745 2.391 -1.844
B -0.912 1.818 -0.594
O -1.835 2.548 0.132
C -2.231 3.589 -0.662
C -3.148 4.594 -0.423
C -3.344 5.514 -1.443
C -2.655 5.430 -2.648
C -1.744 4.414 -2.896
C -1.552 3.496 -1.883
H -3.688 4.651 0.509
H -4.055 6.311 -1.295
H -2.838 6.170 -3.412
H -1.213 4.335 -3.832
C -4.057 0.073 -0.546
C -4.435 -1.210 0.133
C -4.966 -2.240 -0.636
C -5.394 -3.425 -0.066
Cl -6.064 -4.663 -1.068
C -5.298 -3.619 1.301
C -4.739 -2.622 2.069
C -4.304 -1.421 1.511
O -3.903 -0.501 2.452
C -2.744 0.276 2.326
C -1.564 -0.437 1.681
O -1.632 -1.582 1.245
O -0.475 0.240 1.611
H -4.453 0.078 -1.560
H -2.963 0.182 -0.610
H -4.468 0.927 -0.008
H -5.083 -2.101 -1.701
H -5.659 -4.525 1.757
H -4.625 -2.743 3.133
H -2.466 0.548 3.354
H -2.916 1.212 1.771
```

Atom charges from the Mulliken analysis, given in e for atoms 1 to 8: V -0.722; N -0.208; P 1.133; C 0.669; C 0.097; C -0.775; C -0.721; C -0.792

=====

Entry 2:
C39H33CrNO2P2S2 | ωB97M-V/def2-TZVPD

Lowest unoccupied orbital energy (spin up / spin down) = 4.37 / 4.37 eV
Net charge = -2
Spin multiplicity = 5
Frontier orbital gap (spin up / spin down) = 4.40 / 4.75 eV
Electronic energy = -4234.8450 hartree
⟨S²⟩ = 6.037
E_HOMO (spin up / spin down) = -0.03 / -0.38 eV

```
80
C39H33CrNO2P2S2, DFT ωB97M-V/def2-TZVPD
Cr -0.171 0.296 -0.163
C 3.289 -0.140 1.596
N 2.619 0.666 2.606
C 1.451 0.070 3.199
P -0.211 0.388 2.359
C -1.046 -0.943 3.342
C -1.076 -2.225 2.791
C -1.624 -3.289 3.490
C -2.170 -3.092 4.751
C -2.165 -1.819 5.303
C -1.606 -0.754 4.607
C -0.907 1.855 3.187
C -0.311 2.561 4.222
C -0.964 3.642 4.808
C -2.228 4.008 4.379
C -2.833 3.302 3.344
C -2.171 2.249 2.739
C 3.309 1.721 3.188
C 4.051 2.587 2.369
C 4.768 3.636 2.911
C 4.759 3.878 4.282
C 4.014 3.041 5.095
C 3.303 1.973 4.564
P 2.349 -0.196 -0.013
C 3.366 0.943 -1.017
C 4.741 0.738 -1.147
C 5.519 1.614 -1.890
C 4.926 2.705 -2.515
C 3.559 2.907 -2.392
C 2.775 2.032 -1.648
C 2.841 -1.809 -0.708
C 3.014 -1.931 -2.091
C 3.202 -3.173 -2.673
C 3.224 -4.324 -1.895
C 3.025 -4.218 -0.526
C 2.820 -2.975 0.058
H 3.419 -1.158 1.982
H 4.285 0.267 1.423
H 1.341 0.342 4.249
H 1.551 -1.022 3.184
H -0.705 -2.371 1.781
H -1.648 -4.273 3.036
H -2.611 -3.922 5.292
H -2.601 -1.652 6.282
H -1.613 0.237 5.043
H 0.684 2.311 4.562
H -0.471 4.201 5.595
H -2.737 4.850 4.835
H -3.809 3.600 2.980
H -2.604 1.739 1.887
H 4.010 2.458 1.294
H 5.314 4.295 2.247
H 5.306 4.714 4.700
H 3.985 3.208 6.166
H 2.755 1.326 5.237
H 5.205 -0.124 -0.679
H 6.585 1.443 -1.986
H 5.530 3.392 -3.096
H 3.089 3.756 -2.873
H 1.711 2.217 -1.511
H 2.946 -1.050 -2.719
H 3.305 -3.241 -3.749
H 3.364 -5.295 -2.354
H 3.006 -5.109 0.091
H 2.612 -2.926 1.121
O 0.492 -0.536 -4.239
C -0.056 -0.700 -3.142
O 0.363 -0.136 -2.076
C -1.220 -1.683 -3.078
C -1.396 -2.427 -4.254
C -2.367 -3.396 -4.398
C -3.220 -3.647 -3.326
C -3.072 -2.929 -2.160
C -2.083 -1.932 -1.989
S -2.137 -1.137 -0.422
H -0.717 -2.196 -5.064
H -2.460 -3.947 -5.328
H -3.997 -4.401 -3.397
H -3.732 -3.117 -1.321
S 0.029 2.612 0.298
```

Atom charges from the Mulliken analysis, given in e for atoms 1 to 8: Cr -0.322; C -1.895; N 0.786; C -2.218; P 1.784; C 0.637; C -0.588; C -0.680

=====

Entry 3:
C39H34BiBrN7OS3 | ωB97M-V/def2-TZVPD

Lowest unoccupied orbital energy = 2.07 eV
Net charge = -1
Frontier orbital gap = 6.73 eV
Electronic energy = -5948.2868 hartree
E_HOMO = -4.67 eV

```
86
C39H34BiBrN7OS3, DFT ωB97M-V/def2-TZVPD
Bi 0.722 -0.774 0.455
Br -2.885 -7.053 -2.190
C -1.956 -5.670 -1.313
C -0.653 -5.978 -0.930
C 0.133 -5.180 -0.140
C -0.354 -3.897 0.212
O 0.369 -3.002 0.835
C -1.712 -3.585 -0.119
C -2.338 -2.378 0.221
N -1.733 -1.289 0.654
C -2.507 -0.172 1.061
C -3.423 0.414 0.277
C -4.015 1.629 0.698
C -3.803 2.189 1.922
C -2.924 1.543 2.824
C -2.706 1.995 4.125
C -1.733 1.320 4.797
C -1.078 0.257 4.277
N -1.281 -0.232 3.056
C -2.192 0.417 2.357
C -2.526 -4.511 -0.882
H -0.208 -6.943 -1.158
H 1.145 -5.307 0.067
H -3.394 -2.380 0.045
H -3.740 -0.088 -0.615
H -4.752 2.203 0.154
H -4.243 3.083 2.222
H -3.271 2.784 4.536
H -1.503 1.481 5.869
H -0.339 -0.238 4.882
H -3.608 -4.335 -1.180
C 4.253 -1.377 -0.523
C 3.578 -0.148 -1.270
N 2.700 0.613 -0.457
C 3.310 1.619 0.441
C 4.146 1.055 1.604
S 3.228 0.099 2.786
C 4.058 -1.538 2.636
C 3.550 -2.550 1.590
N 3.207 -1.987 0.311
H 5.209 -1.257 0.022
H 4.376 -2.180 -1.293
H 3.076 -0.589 -2.144
H 4.434 0.485 -1.548
H 2.092 1.116 -1.023
H 2.473 2.120 0.986
H 3.872 2.412 -0.074
H 4.601 1.919 2.140
H 4.999 0.482 1.234
H 4.066 -1.948 3.641
H 5.046 -1.292 2.294
H 2.712 -3.161 1.967
H 4.417 -3.256 1.492
H 2.788 -2.744 -0.292
S 2.243 -3.774 -2.112
C 0.806 -2.947 -2.518
S 0.607 -1.239 -2.182
C -0.247 -3.483 -3.176
C -0.139 -4.725 -3.875
N -0.049 -5.664 -4.556
C -1.468 -2.785 -3.397
N -2.364 -2.123 -3.647
N -0.254 1.261 0.142
C -0.513 2.308 -0.416
C -0.774 3.651 0.335
C -0.191 3.969 1.549
C -0.529 5.081 2.316
C -1.400 5.986 1.806
C -1.994 5.690 0.528
C -1.710 4.605 -0.180
C -0.749 2.347 -1.915
C -1.426 1.298 -2.492
C -1.529 1.129 -3.836
C -0.894 2.016 -4.684
C -0.273 3.145 -4.173
C -0.304 3.322 -2.813
H 0.554 3.266 1.997
H -0.070 5.225 3.279
H -1.699 6.937 2.224
H -2.606 6.479 0.110
H -2.229 4.340 -1.054
H -1.846 0.481 -1.826
H -2.134 0.264 -4.192
H -0.991 1.801 -5.724
H 0.367 3.761 -4.751
H 0.121 4.181 -2.311
```

Atom charges from the Mulliken analysis, given in e for atoms 1 to 8: Bi 2.157; Br -0.203; C -0.433; C -0.269; C -1.160; C 0.371; O -1.000; C 0.581

=====

Here are the calculated ΔE to the lowest compared entry with this formula, charge and spin numbers, same order: 2.414, 0.270, 2.277 (eV).